Formula: C5H15N2S
Source: the Open Molecules 2025 dataset
Level of theory: the ωB97M-V functional and the def2-TZVPD basis

- relative energy (zero: lowest compared OMol25 entry of this formula, charge and spin) (kcal per mole) = 26.8
- orbital gap (eV) = 6.462
- HOMO (Ha) = -0.102
- charge = -1

Last column: Mulliken charge in e.
Atoms and positions in Å:
C: 0.18214 -1.08585 1.77143  -0.7616
N: -0.86316 -1.80722 1.03481  -0.1152
C: -1.49449 -2.91469 1.74573  -0.9039
C: -1.93611 -0.78642 0.65253  -0.5549
H: 0.95444 -1.82217 2.02619  0.3133
H: -0.17569 -0.69625 2.72823  0.2825
H: 0.60877 -0.31422 1.13124  0.1488
H: -2.35331 -3.35887 1.22432  0.2833
H: -0.72630 -3.71197 1.89735  0.2870
H: -1.81887 -2.61625 2.76713  0.3317
H: -2.52210 -1.20531 -0.18505  0.2486
H: -1.39903 0.16440 0.34398  -0.0473
H: -2.67812 -0.57709 1.49391  0.2646
C: 1.44623 2.43995 -2.50220  -0.5664
C: 0.78534 1.24001 -1.73367  -0.5167
S: 0.02527 1.84246 -0.21789  -0.6454
N: 2.49293 3.13901 -1.68509  -0.6449
H: 0.64510 3.19241 -2.65280  0.2338
H: 1.73299 2.09307 -3.50335  0.3573
H: 1.58591 0.47532 -1.50813  0.2178
H: 0.04065 0.72914 -2.44400  0.2633
H: 3.31713 2.54103 -1.67974  0.2355
H: 2.15028 3.03951 -0.70491  0.2887

Cartesian forces (eV/Å) of the 2 atoms listed first:
0.01 -1.67 -0.02
-2.01 1.40 -0.52

Formula: C5H15N2S
Source: the Open Molecules 2025 dataset
Level of theory: the ωB97M-V functional and the def2-TZVPD basis

- relative energy (zero: lowest compared OMol25 entry of this formula, charge and spin) (kcal per mole) = 2.7
- orbital gap (eV) = 6.915
- HOMO (Ha) = -0.104
- charge = -1

Last column: Mulliken charge in e.
Atoms and positions in Å:
C: 1.66515 -1.65756 -1.31353  -0.2503
C: 1.61625 -0.40615 -2.19683  -0.4943
N: 0.23688 -0.19387 -2.64561  -0.7250
N: 2.64715 -1.51228 -0.22975  -0.8139
H: 0.65728 -1.80247 -0.92473  0.1568
H: 1.94406 -2.52866 -1.91284  0.4115
H: 2.01152 0.45638 -1.65036  0.2627
H: 2.26385 -0.53846 -3.06926  0.3834
H: 0.20025 0.50778 -3.37650  0.2108
H: -0.23990 0.20170 -1.82335  0.1907
H: 2.27851 -0.77464 0.37594  0.3073
H: 2.62940 -2.35256 0.34005  0.2214
C: -2.36224 2.08946 2.13709  -1.0162
C: -2.56452 0.71168 1.53174  -0.4044
C: -1.29390 -0.14851 1.54037  -0.8110
S: 0.08457 0.56785 0.61374  -0.6381
H: -1.63570 2.03591 2.94878  0.2456
H: -3.29707 2.51538 2.51117  0.3573
H: -1.94826 2.78545 1.40955  0.2416
H: -3.34454 0.18448 2.09959  0.3126
H: -2.90995 0.77289 0.49750  0.2647
H: -1.58154 -1.13936 1.15633  0.2626
H: -1.01714 -0.30272 2.59034  0.3240

Cartesian forces (eV/Å) of the 2 atoms listed first:
0.23 0.11 0.14
0.04 -0.14 -0.24

Formula: C5H15N2S
Source: the Open Molecules 2025 dataset
Level of theory: the ωB97M-V functional and the def2-TZVPD basis

- 2S+1 = 2
- relative energy (zero: lowest compared OMol25 entry of this formula, charge and spin) (kcal per mole) = 82.8
- orbital gap (alpha / beta) (eV) = 4.070 / 9.861
- HOMO (alpha / beta) (Ha) = -0.121 / -0.337
- charge = 0

Last column: Mulliken spin population.
Atoms and positions in Å:
C: 0.91070 0.41325 -0.11991  0.0713
N: -0.56000 -0.05992 0.57339  1.0802
C: -0.45053 -1.56103 1.07675  0.3169
C: -1.62478 -1.93390 1.99091  0.0775
S: -1.25145 -3.68958 2.52320  0.0661
C: 0.47409 1.13056 -1.41518  0.2617
N: -0.54255 2.23259 -1.23717  0.1380
C: 1.66916 1.52285 -2.23801  -0.0247
H: 1.70252 -0.28623 -0.46254  0.0395
H: 1.41602 1.00343 0.58311  0.0955
H: -0.86079 0.71729 1.20345  -0.6639
H: 0.46012 -1.68125 1.62811  0.0915
H: -0.45167 -2.08020 0.18594  0.1121
H: -2.64626 -2.02714 1.58682  -0.1223
H: -1.55545 -1.32779 2.81289  -0.1983
H: -0.57473 -3.56812 3.68868  -0.0099
H: -0.05062 0.43455 -2.06374  -0.0472
H: -0.59477 2.81449 -2.17179  -0.0065
H: -1.35475 -0.03405 -0.12696  -0.1514
H: -0.25400 2.81253 -0.50306  -0.1275
H: 2.17981 2.37155 -1.72202  0.0034
H: 2.43024 0.75686 -2.57993  0.0002
H: 1.52970 2.03926 -3.21295  -0.0021

Cartesian forces (eV/Å) of the 2 atoms listed first:
-1.34 -0.23 -2.19
1.45 -1.34 -1.06

Formula: C5H15N2S
Source: the Open Molecules 2025 dataset
Level of theory: the ωB97M-V functional and the def2-TZVPD basis

- relative energy (zero: lowest compared OMol25 entry of this formula, charge and spin) (kcal per mole) = 18.3
- orbital gap (eV) = 10.498
- HOMO (Ha) = -0.499
- charge = +1

Last column: Mulliken charge in e.
Atoms and positions in Å:
C: -0.55274 1.12883 -2.15711  -1.1407
C: 0.11841 -0.15281 -1.69131  -0.3432
N: -0.09249 -0.40906 -0.24537  -0.1025
C: -1.48810 -0.78740 0.07808  -0.3870
C: -1.72301 -0.87615 1.57326  -1.2087
S: 1.09635 -1.57242 0.38940  0.0049
C: 2.36073 -0.07096 1.00783  -0.4762
N: 1.51325 1.00811 1.33056  -0.5554
H: -0.37304 1.93742 -1.45131  0.3282
H: -0.12705 1.42248 -3.11326  0.3763
H: -1.62429 1.01173 -2.29916  0.3539
H: -0.25319 -1.01652 -2.24408  0.3532
H: 1.19548 -0.08303 -1.85441  0.3503
H: 0.19352 0.45538 0.32045  0.4994
H: -1.69294 -1.74914 -0.39754  0.3570
H: -2.14564 -0.03387 -0.35783  0.3221
H: -1.56167 0.08204 2.05834  0.3025
H: -2.75157 -1.17606 1.75074  0.4181
H: -1.07602 -1.62099 2.02898  0.3545
H: 2.99166 0.10769 0.14493  0.3436
H: 2.88422 -0.56601 1.81768  0.3919
H: 1.27160 1.05316 2.31331  0.2162
H: 1.83654 1.90757 0.99784  0.2415

Cartesian forces (eV/Å) of the 2 atoms listed first:
-0.09 -0.12 0.04
0.14 0.33 -0.66